Entry 1:
The following is a quantum chemistry calculation of a structure of composition C5H7FeO4, from the Open Molecules 2025 dataset.

```
17
Properties=species:S:1:pos:R:3:lowdin_charge:R:1
H 3.27 0.28 -0.88 0.2089
Fe 1.33 2.68 -1.18 1.4041
O 2.41 1.88 0.12 0.0046
O 1.78 -0.35 0.28 -0.0083
C 0.46 -0.20 0.70 -0.2061
C -0.50 -0.74 -0.36 -0.0843
O 1.45 0.89 -1.66 -0.1139
C 2.29 0.70 -0.57 -0.5517
H 0.35 -0.75 1.65 0.1575
H 0.23 0.86 0.92 0.1266
H -0.69 -0.06 -1.19 0.1141
H -0.17 -1.72 -0.73 0.1524
H -2.59 -1.58 -0.45 0.1796
O -3.20 0.95 1.09 0.4204
C -1.93 -1.10 0.30 -0.0342
C -2.65 0.02 0.78 0.0523
H -1.83 -1.78 1.16 0.1779
```

## Properties
Charge: +2
HOMO level (spin up / spin down): -18.647 / -18.583 eV
Spin multiplicity: 6
Kohn-Sham gap (spin up / spin down): 8.552 / 6.832 eV
Calculated total energy: -47852.824 eV
Energy above the lowest of the compared OMol25 structures with the same formula, charge and spin: 0.000 eV
Lowest unoccupied orbital energy (spin up / spin down): -10.10 / -11.75 eV


Entry 2:
The following is a quantum chemistry calculation of a structure of composition C4H5KO3, from the Open Molecules 2025 dataset.

```
13
Properties=species:S:1:pos:R:3:lowdin_charge:R:1
O 2.54 0.03 -2.30 0.0950
C 1.92 0.74 -1.54 -0.2427
C 0.83 0.19 -0.63 -0.1581
C -0.32 1.08 -0.46 0.1836
C -1.72 0.88 -0.44 -0.2820
H 2.11 1.83 -1.48 0.1388
H 1.31 0.04 0.36 0.1480
H 0.53 -0.81 -0.98 0.1348
H -2.35 1.55 -1.04 0.1327
O -0.23 -1.44 2.95 -0.0437
O -2.22 -0.17 0.02 -0.1279
K -2.41 -2.27 1.64 0.9706
H 0.00 -1.64 3.88 0.0508
```

## Properties
Charge: +1
HOMO level (spin up / spin down): -12.636 / -12.937 eV
Spin multiplicity: 2
Kohn-Sham gap (spin up / spin down): 7.921 / 5.990 eV
Calculated total energy: -26684.465 eV
Energy above the lowest of the compared OMol25 structures with the same formula, charge and spin: 4.066 eV
Lowest unoccupied orbital energy (spin up / spin down): -4.71 / -6.95 eV


Entry 3:
The following is a quantum chemistry calculation of a structure of composition C18H53CrCuO17, from the Open Molecules 2025 dataset.

```
90
Properties=species:S:1:pos:R:3:lowdin_charge:R:1
Cr -2.74 1.65 2.24 1.1759
Cu -4.04 1.00 -0.98 0.6043
C -0.21 -0.87 0.67 -0.0543
C -0.88 -0.01 -0.49 -0.3281
O -2.01 0.74 -0.03 -0.3560
H 0.82 -1.22 0.70 0.0683
H -0.81 -1.76 0.82 0.0313
H -0.40 -0.34 1.60 0.0379
H -1.14 -0.89 -1.08 0.0812
H -0.17 0.54 -1.11 0.0940
C 0.23 4.41 -4.47 -0.2142
C 0.16 2.81 -4.07 -0.2342
O -0.96 2.15 -4.53 -0.0691
O 0.91 4.67 -5.67 -0.0567
H 0.90 4.94 -3.80 0.1065
H -0.75 4.90 -4.51 0.1097
H 0.14 2.68 -2.99 0.0807
H 1.13 2.36 -4.31 0.1159
H -1.76 2.42 -4.07 0.0787
H 0.35 4.38 -6.40 0.0929
C -0.68 -6.09 1.58 -0.2610
C -0.47 -4.68 1.14 -0.2021
O -0.17 -4.00 2.38 -0.0998
O -1.01 -6.98 0.53 -0.0359
H -1.51 -6.14 2.28 0.1293
H 0.16 -6.58 2.06 0.1337
H -1.20 -4.20 0.49 0.1225
H 0.44 -4.77 0.55 0.1224
H -0.96 -3.65 2.79 0.1069
H -1.83 -7.44 0.75 0.0980
C 3.27 2.44 -1.17 -0.2608
C 4.41 2.52 0.00 -0.1888
O 3.78 2.88 1.22 -0.0786
O 2.37 1.56 -0.69 -0.0813
H 3.74 2.16 -2.11 0.1286
H 2.74 3.39 -1.24 0.1040
H 5.20 3.23 -0.24 0.1204
H 4.81 1.51 -0.06 0.1124
H 3.82 3.84 1.20 0.0883
H 2.01 2.09 0.02 0.0618
C -2.30 2.83 5.13 -0.2158
C -1.08 1.89 4.85 -0.1525
O -0.70 1.92 3.46 -0.0954
O -3.17 2.94 4.08 -0.0904
H -1.92 3.83 5.37 0.1409
H -2.91 2.57 5.99 0.1478
H -1.38 0.90 5.19 0.1301
H -0.35 2.23 5.58 0.1457
H 0.07 2.49 3.39 0.1076
H -3.49 3.84 4.15 0.1409
C -1.16 4.65 1.62 -0.1036
C 0.36 4.76 1.37 -0.1972
O 0.53 4.79 -0.02 -0.0426
O -1.55 3.24 1.32 -0.1911
H -1.86 5.21 0.99 0.1371
H -1.48 4.86 2.64 0.1184
H 0.88 4.02 1.98 0.1163
H 0.76 5.76 1.53 0.1440
H -0.32 4.91 -0.46 0.0941
H -0.99 2.96 0.59 0.0829
C 3.07 -3.46 2.14 -0.0883
C 4.51 -3.76 1.98 -0.1810
O 4.67 -4.70 0.90 0.0145
O 2.50 -4.38 3.11 0.2854
H 2.50 -3.46 1.22 0.1604
H 2.80 -2.44 2.40 0.1907
H 4.93 -4.07 2.94 0.1531
H 5.02 -2.85 1.67 0.1430
H 4.08 -4.42 0.19 0.0952
H 1.55 -4.29 3.12 0.0976
C -4.38 -2.22 -1.48 -0.1752
C -4.27 -2.10 0.06 -0.1915
O -4.77 -0.88 0.56 -0.0741
O -4.19 -0.96 -2.11 -0.0783
H -5.39 -2.46 -1.81 0.1350
H -3.76 -3.01 -1.90 0.1384
H -3.20 -2.20 0.26 0.1038
H -4.94 -2.85 0.48 0.1399
H -4.73 -0.80 1.51 0.0907
H -4.07 -1.26 -3.01 0.1185
C 0.77 -1.77 -3.32 -0.2901
C 1.40 -1.48 -4.66 -0.2778
O 2.76 -1.61 -4.60 -0.0214
O 0.94 -3.09 -2.99 -0.0671
H -0.29 -1.58 -3.44 0.1115
H 1.29 -1.30 -2.48 0.1231
H 1.27 -0.43 -4.93 0.1247
H 0.99 -2.17 -5.40 0.1327
H 2.76 -2.57 -4.47 0.0858
H 0.56 -3.67 -3.65 0.0987
```

## Properties
Charge: +3
HOMO level (spin up / spin down): -14.847 / -14.847 eV
Spin multiplicity: 6
Kohn-Sham gap (spin up / spin down): 4.130 / 1.985 eV
Calculated total energy: -127355.555 eV
Lowest unoccupied orbital energy (spin up / spin down): -10.72 / -12.86 eV


Entry 4:
The following is a quantum chemistry calculation of the molecule C23H32N2O6, from the Open Molecules 2025 dataset.

```
63
Properties=species:S:1:pos:R:3:lowdin_charge:R:1
C -7.35 -2.06 -0.30 -0.0845
H -8.08 -1.84 0.49 0.0964
O -6.20 -1.26 -0.19 -0.1078
C -6.32 0.10 -0.35 -0.2003
C -7.53 0.74 -0.55 -0.0289
C -7.58 2.11 -0.75 -0.0967
C -6.42 2.85 -0.75 -0.0989
C -5.20 2.22 -0.53 -0.0256
C -5.12 0.85 -0.32 -0.1591
N -3.90 0.18 -0.17 -0.0943
C -2.69 0.85 -0.58 -0.1583
C -1.60 -0.20 -0.83 -0.1472
N -1.35 -1.07 0.31 -0.1857
C -0.55 -0.46 1.36 -0.1440
H -0.76 -0.98 2.30 0.1328
C 0.93 -0.68 1.02 -0.3392
O 1.14 -2.03 0.70 -0.0429
H 0.33 -2.33 0.26 0.0889
C 1.85 -0.28 2.20 -0.1323
O 2.75 0.76 1.89 -0.0366
C 3.83 0.49 1.08 -0.2519
C 4.06 -0.73 0.47 0.0476
C 5.19 -0.90 -0.33 -0.1836
C 6.09 0.16 -0.51 -0.1507
C 5.83 1.39 0.11 -0.1944
C 4.71 1.55 0.91 0.0513
H 4.49 2.48 1.41 0.1134
O 6.75 2.37 -0.14 -0.0592
C 6.60 3.60 0.52 -0.0856
H 5.67 4.11 0.23 0.0950
H 7.45 4.20 0.22 0.0934
H 6.61 3.48 1.61 0.0973
O 7.25 0.02 -1.24 -0.0743
C 7.07 -0.18 -2.62 -0.0737
H 8.08 -0.25 -3.04 0.0906
H 6.54 0.66 -3.08 0.0965
H 6.53 -1.11 -2.83 0.0818
O 5.49 -2.07 -0.96 -0.0781
C 4.66 -3.18 -0.75 -0.0705
H 4.63 -3.47 0.31 0.1011
H 5.10 -3.99 -1.32 0.0944
H 3.63 -3.01 -1.10 0.0957
H 3.36 -1.54 0.59 0.0830
H 2.38 -1.18 2.54 0.1387
H 1.26 0.12 3.02 0.1312
H 1.20 -0.05 0.16 0.1478
H -0.74 0.61 1.50 0.1273
C -2.61 -1.65 0.74 -0.1557
C -3.69 -0.61 1.03 -0.1363
H -4.61 -1.10 1.31 0.1170
H -3.37 0.04 1.86 0.1309
H -2.43 -2.27 1.63 0.1228
H -2.96 -2.30 -0.06 0.1274
H -0.67 0.29 -1.12 0.1210
H -1.93 -0.84 -1.66 0.1285
H -2.87 1.39 -1.51 0.1274
H -2.34 1.57 0.18 0.1217
H -4.31 2.81 -0.51 0.1023
H -6.45 3.92 -0.90 0.1003
H -8.54 2.59 -0.91 0.1007
H -8.45 0.17 -0.57 0.1006
H -7.01 -3.09 -0.19 0.0942
H -7.83 -1.94 -1.28 0.0974
```

## Properties
HOMO level: -7.662 eV
Spin multiplicity: 1
Kohn-Sham gap: 8.347 eV
Calculated total energy: -39632.978 eV
Energy above the lowest of the compared OMol25 structures with the same formula, charge and spin: 4.597 eV
Lowest unoccupied orbital energy: 0.68 eV
SMILES: COc1ccccc1N1CCN(C[C@H](O)COc2cc(OC)c(OC)c(OC)c2)CC1


Entry 5:
The following is a quantum chemistry calculation of a cluster of 5 separate species, C35H76F3N3O20P5 in total, from the Open Molecules 2025 dataset.

```
142
Properties=species:S:1:pos:R:3:lowdin_charge:R:1
C 2.32 -1.34 7.25 -0.0754
C 3.68 -1.00 6.74 -0.2449
C 4.07 -1.92 5.61 -0.1757
C 5.23 -1.49 4.78 -0.1171
O 5.00 -0.40 3.82 0.0136
C 3.77 0.02 3.65 -0.3107
C 3.39 1.25 4.06 -0.1947
P 4.51 2.44 4.87 0.9741
C 5.94 1.59 5.53 -0.2231
O 3.72 2.86 6.23 -0.2799
C 2.19 1.61 3.82 -0.1778
C 1.74 2.95 4.21 -0.1040
C 1.74 3.94 3.02 -0.0627
C 2.22 3.37 1.79 -0.2621
F 3.53 3.29 1.61 0.1143
C 1.44 2.91 0.83 -0.3755
F 0.23 3.30 0.65 0.1746
F 1.77 2.02 -0.04 0.1978
C 1.30 0.76 3.18 -0.1854
C -0.09 1.08 2.90 -0.0498
C -1.00 0.13 3.66 -0.4016
O -1.14 -1.08 2.97 0.0217
C -2.30 0.73 4.02 -0.2178
N -2.85 -0.04 5.12 0.0265
N 1.68 -0.40 2.77 0.2610
N 2.95 -0.72 3.01 0.0459
C 3.35 -2.04 2.46 -0.0751
C 3.16 -2.13 0.99 -0.1566
C 3.00 -3.57 0.53 -0.1776
C 1.78 -3.79 -0.32 -0.1573
C 1.62 -2.81 -1.45 -0.2150
O 0.58 -1.93 -1.11 -0.1437
C -0.08 -1.35 -2.22 -0.2786
C -1.52 -1.21 -1.89 -0.0641
H 1.58 -1.11 6.51 0.0667
H 2.26 -2.38 7.47 0.0777
H 2.09 -0.80 8.14 0.0759
H 3.79 0.04 6.50 0.0799
H 4.38 -1.19 7.52 0.1175
H 3.22 -2.21 5.04 0.0972
H 4.39 -2.82 6.08 0.1325
H 5.57 -2.32 4.23 0.1163
H 6.04 -1.21 5.40 0.1155
H 5.75 0.67 5.99 0.0056
H 6.29 2.24 6.30 0.0474
H 6.72 1.51 4.80 0.0530
H 3.91 3.78 6.35 0.0656
H 0.77 2.88 4.61 0.1234
H 2.34 3.36 4.97 0.0600
H 0.76 4.33 2.85 0.1269
H 2.34 4.78 3.26 0.1255
H -0.31 2.08 3.17 0.1063
H -0.23 0.89 1.86 0.1395
H -0.51 -0.07 4.59 0.1352
H -0.96 -1.79 3.57 0.0908
H -2.19 1.73 4.36 0.1121
H -2.96 0.66 3.18 0.1287
H -3.05 -0.99 4.84 0.0665
H -3.67 0.40 5.49 0.0728
H 4.37 -2.25 2.69 0.1138
H 2.73 -2.75 2.95 0.1275
H 2.36 -1.52 0.63 0.0998
H 4.05 -1.74 0.54 0.1171
H 3.86 -3.86 -0.02 0.1125
H 2.91 -4.19 1.40 0.1018
H 1.82 -4.76 -0.74 0.1088
H 0.90 -3.73 0.28 0.1203
H 2.50 -2.21 -1.61 0.1201
H 1.41 -3.35 -2.35 0.1117
H 0.02 -1.94 -3.10 0.1122
H 0.30 -0.36 -2.41 0.1104
H -1.99 -2.17 -1.86 0.0763
H -2.02 -0.63 -2.62 0.0712
H -1.64 -0.75 -0.94 0.0676
C 1.06 -4.28 -8.27 -0.0699
O 2.39 -3.91 -7.85 -0.1987
P 2.67 -3.24 -6.45 0.3057
O 1.78 -3.63 -5.36 -0.2355
O 2.73 -1.68 -6.72 -0.2131
C 1.57 -1.04 -7.26 -0.0850
O 4.19 -3.59 -6.25 -0.1945
C 4.80 -3.27 -5.00 -0.0831
H 1.14 -5.21 -8.83 0.0893
H 0.40 -4.43 -7.42 0.0842
H 0.66 -3.51 -8.93 0.0819
H 0.65 -1.47 -6.86 0.0885
H 1.57 -1.12 -8.35 0.0897
H 1.61 0.01 -6.99 0.0871
H 4.93 -4.18 -4.42 0.0895
H 4.20 -2.56 -4.42 0.0784
H 5.77 -2.83 -5.20 0.0897
C -5.32 2.56 -4.44 -0.0831
O -3.93 2.88 -4.23 -0.1979
P -3.48 3.45 -2.83 0.3040
O -4.25 2.98 -1.68 -0.2230
O -3.43 5.03 -2.99 -0.2088
C -4.64 5.73 -3.32 -0.0849
O -1.96 3.08 -2.85 -0.1899
C -1.22 3.30 -1.64 -0.1004
H -5.36 1.67 -5.05 0.0874
H -5.84 2.38 -3.50 0.0839
H -5.80 3.38 -4.98 0.0844
H -5.51 5.27 -2.85 0.0903
H -4.76 5.73 -4.41 0.0892
H -4.54 6.75 -2.97 0.0884
H -1.04 2.34 -1.16 0.0750
H -1.76 3.95 -0.95 0.0860
H -0.27 3.75 -1.90 0.0926
C -4.82 5.70 6.82 -0.0799
O -3.63 4.89 6.76 -0.2071
P -3.13 4.15 8.06 0.3030
O -4.17 3.72 8.99 -0.2133
O -2.02 5.08 8.70 -0.2137
C -2.38 6.40 9.12 -0.0852
O -2.26 3.01 7.42 -0.2177
C -1.73 1.99 8.29 -0.0811
H -5.36 5.57 5.88 0.0887
H -5.47 5.40 7.64 0.0855
H -4.54 6.75 6.92 0.0835
H -3.39 6.42 9.54 0.0919
H -2.32 7.09 8.27 0.0873
H -1.68 6.72 9.88 0.0890
H -2.31 1.08 8.14 0.0845
H -1.76 2.28 9.33 0.0878
H -0.70 1.81 8.00 0.0801
C -3.36 -3.57 -13.11 -0.0823
O -4.26 -3.60 -11.98 -0.1965
P -3.74 -4.08 -10.57 0.3039
O -2.34 -3.77 -10.28 -0.2308
O -4.11 -5.61 -10.46 -0.2089
C -3.56 -6.53 -11.41 -0.0870
O -4.81 -3.42 -9.64 -0.1946
C -4.60 -3.50 -8.22 -0.0814
H -3.61 -2.70 -13.70 0.0889
H -2.32 -3.49 -12.78 0.0822
H -3.49 -4.46 -13.71 0.0836
H -2.54 -6.26 -11.69 0.0889
H -4.20 -6.56 -12.30 0.0888
H -3.55 -7.52 -10.95 0.0885
H -4.27 -2.53 -7.87 0.0888
H -3.86 -4.25 -7.96 0.0844
H -5.55 -3.76 -7.76 0.0902
```

## Properties
Charge: +1
HOMO level: -11.191 eV
Spin multiplicity: 1
Kohn-Sham gap: 7.839 eV
Calculated total energy: -137544.015 eV
Lowest unoccupied orbital energy: -3.35 eV


Entry 6:
The following is a quantum chemistry calculation of a structure of composition C14H32AlO14P2, from the Open Molecules 2025 dataset.

```
63
Properties=species:S:1:pos:R:3:lowdin_charge:R:1
Al -1.01 2.83 2.09 1.3373
O 3.12 0.90 3.21 0.2407
C 2.02 1.43 2.91 -0.8684
O 0.99 1.05 3.44 0.0568
O 1.90 2.32 2.03 0.1426
H 2.83 0.21 3.81 0.1555
O -1.16 6.59 -0.76 0.2268
C -1.14 5.56 0.01 -0.8139
O -0.29 4.68 -0.10 0.0492
O -2.07 5.36 0.84 0.1244
H -0.25 6.56 -1.07 0.1490
C 0.40 -2.27 -3.55 -0.0470
C 0.62 -0.73 -3.46 -0.2585
O 0.33 -0.28 -2.17 -0.2381
P 0.72 1.21 -1.61 0.5352
O 0.14 1.38 -0.27 -0.2774
O 2.33 1.48 -1.76 -0.1371
C 3.22 0.79 -0.96 -0.3311
C 4.55 0.68 -1.56 -0.0672
O 0.06 2.13 -2.80 -0.1933
C -1.39 1.99 -3.12 -0.2337
C -2.10 3.29 -2.87 -0.0563
H 0.76 -2.58 -4.53 0.0805
H 0.81 -2.95 -2.80 0.0778
H -0.68 -2.39 -3.54 0.0655
H 1.69 -0.67 -3.26 0.1084
H 0.25 -0.21 -4.34 0.1286
H 3.32 1.32 -0.01 0.1140
H 2.91 -0.22 -0.68 0.1109
H 4.49 0.04 -2.44 0.0837
H 5.05 1.56 -1.97 0.0900
H 5.27 0.29 -0.85 0.0924
H -1.43 1.66 -4.16 0.1156
H -1.90 1.17 -2.61 0.1131
H -2.94 3.32 -3.57 0.0905
H -2.25 3.36 -1.79 0.0753
H -1.48 4.11 -3.24 0.0853
C -1.59 -2.59 5.59 -0.0564
C -2.03 -1.52 4.57 -0.2655
O -2.17 -2.17 3.31 -0.1700
P -1.55 -1.51 1.92 0.5242
O -1.70 -0.05 1.70 -0.2960
O 0.00 -2.07 1.95 -0.1730
C 0.99 -1.70 1.11 -0.3227
C 2.16 -2.69 1.18 -0.0300
O -2.28 -2.40 0.87 -0.1601
C -2.06 -2.22 -0.50 -0.2737
C -3.46 -2.46 -1.11 -0.0373
H -1.13 -2.34 6.55 0.0767
H -2.53 -3.09 5.82 0.0750
H -0.90 -3.33 5.18 0.0776
H -2.91 -0.97 4.91 0.1183
H -1.31 -0.71 4.54 0.0942
H 0.55 -1.75 0.11 0.0974
H 1.21 -0.70 1.50 0.1012
H 2.53 -2.63 2.20 0.0775
H 1.80 -3.69 0.96 0.0864
H 2.99 -2.44 0.52 0.0712
H -1.58 -1.34 -0.93 0.0989
H -1.39 -3.06 -0.66 0.1231
H -3.42 -2.16 -2.16 0.0700
H -3.70 -3.52 -1.09 0.0815
H -4.20 -1.89 -0.55 0.0845
```

## Properties
Charge: +1
HOMO level: -12.824 eV
Spin multiplicity: 1
Kohn-Sham gap: 3.339 eV
Calculated total energy: -68868.153 eV
Lowest unoccupied orbital energy: -9.49 eV


Entry 7:
The following is a quantum chemistry calculation of a structure of composition C4H7Cl4CrO3, from the Open Molecules 2025 dataset.

```
19
Properties=species:S:1:pos:R:3:lowdin_charge:R:1
Cr 3.21 -1.12 -3.26 1.0848
Cl 1.04 -2.01 -2.22 -0.0150
C 1.79 0.47 0.69 -0.0693
O 0.39 0.80 0.64 -0.0448
C 0.03 2.00 -0.03 -0.4567
O 0.86 2.72 -0.65 0.0659
O -1.27 2.21 0.29 -0.0062
C -1.61 3.58 0.46 -0.0469
H 2.01 -0.40 0.07 0.0329
H 2.00 0.08 1.68 0.0971
H 2.42 1.35 0.54 0.0920
H -2.53 3.64 1.04 0.1013
H -1.66 4.20 -0.43 0.1008
H -0.88 4.03 1.13 0.0995
C -1.10 -4.28 -0.08 -1.5333
Cl -1.72 -2.77 0.63 0.5055
Cl -2.49 -5.30 -0.44 0.5355
Cl 0.12 -5.10 0.97 0.4981
H -0.60 -4.08 -1.03 -0.0411
```

## Properties
Charge: +1
HOMO level (spin up / spin down): -12.994 / -12.996 eV
Spin multiplicity: 5
Kohn-Sham gap (spin up / spin down): 3.970 / 5.555 eV
Calculated total energy: -88904.306 eV
Energy above the lowest of the compared OMol25 structures with the same formula, charge and spin: 3.701 eV
Lowest unoccupied orbital energy (spin up / spin down): -9.02 / -7.44 eV